(1)
2 unconnected molecules or ions with the total composition C2H3ClN2 at a distorted geometry. Source: the OMol25 dataset; level of theory: ωB97M-V/def2-TZVPD.

Last column: Löwdin charge in e.
Cartesian coordinates (Å):
Cl1 -0.863 1.059 0.943  0.6499
H1 1.619 0.694 -1.635  0.0783
C1 -0.342 0.840 -0.553  -0.6190
H2 1.369 -0.641 -0.336  0.0503
N1 -2.690 -1.268 1.000  -0.0115
N2 -1.963 -2.094 0.938  0.0230
H3 1.686 1.011 0.247  0.0671
C2 1.183 0.399 -0.603  -0.2379

Properties
HOMO level = -8.557 eV
energy = -647.610909 a.u.
net charge = 0
energy above the lowest of the compared OMol25 structures with the same formula, charge and spin = 69.60 kcal per mole

(2)
A single C6H9N molecule at a distorted geometry. Source: the OMol25 dataset; level of theory: ωB97M-V/def2-TZVPD.

Last column: Löwdin charge in e.
Cartesian coordinates (Å):
H1 2.349 0.011 0.234  0.0911
H2 -2.072 0.291 -1.422  0.0923
H3 1.997 -1.666 0.703  0.1121
H4 -2.276 -0.701 0.042  0.0836
H5 0.517 0.989 1.856  0.1048
N1 0.573 2.579 -1.048  0.1657
C1 0.467 -0.838 -0.654  -0.1569
H6 -2.429 1.068 0.130  0.0861
C2 -1.883 0.244 -0.340  -0.0318
H7 0.496 -0.865 1.740  0.0860
C3 0.314 0.087 1.280  -0.0557
C4 -0.378 0.310 -0.081  -0.4991
H8 -0.112 -1.759 -0.508  0.1233
H9 0.786 -0.752 -1.685  0.1156
C5 0.147 1.591 -0.619  -0.1844
C6 1.547 -0.685 0.411  -0.1329

Properties
SMILES string = CC1(C#N)CCC1
HOMO level = -9.963 eV
energy = -288.683916 a.u.
net charge = 0
energy above the lowest of the compared OMol25 structures with the same formula, charge and spin = 61.57 kcal per mole

(3)
A single C2H2N4O2 molecule at a distorted geometry. Source: the OMol25 dataset; level of theory: ωB97M-V/def2-TZVPD.

Last column: Löwdin charge in e.
Cartesian coordinates (Å):
C1 -0.935 -0.639 0.539  -0.5694
N1 -1.903 -0.984 1.233  0.1422
C2 0.889 0.645 0.235  -0.4680
N2 0.748 0.713 -1.168  0.1198
N3 -0.118 -0.052 -1.695  0.1293
O1 -0.887 -0.922 -0.814  -0.0152
H1 -2.877 -1.397 0.819  0.1441
H2 1.839 1.552 1.318  0.1285
N4 0.231 -0.110 1.110  0.2147
O2 1.964 1.277 0.422  0.1739

Properties
SMILES string = [H]/N=c1/nc(O)nno1
HOMO level = -10.237 eV
energy = -446.791660 a.u.
net charge = 0
energy above the lowest of the compared OMol25 structures with the same formula, charge and spin = 113.62 kcal per mole

(4)
A molecular structure, C22H29AsMnN3O15P3S at a distorted geometry. Source: the OMol25 dataset; level of theory: ωB97M-V/def2-TZVPD.

Last column: Löwdin spin population.
Cartesian coordinates (Å):
H1 -5.005 2.147 -1.525  0.0000
C1 5.420 -1.683 2.029  0.0001
H2 3.181 -3.828 3.408  0.0000
C2 -3.983 1.854 -1.288  -0.0002
H3 -3.550 4.198 0.800  0.0000
H4 -5.234 3.623 1.002  0.0001
O1 0.043 -0.709 2.646  0.0138
P1 -3.711 1.830 0.506  0.0009
H5 5.575 -3.718 2.696  0.0000
H6 3.325 -0.533 -2.953  0.0000
N1 -1.356 -0.959 0.405  -0.0133
C3 -1.888 -2.124 0.771  0.0003
H7 -3.789 0.856 -1.684  0.0000
H8 -4.003 3.329 2.281  0.0000
O2 -3.000 2.473 3.936  0.0016
H9 -4.643 -0.380 0.731  0.0000
O3 -1.741 0.493 4.952  -0.0001
P2 -2.710 -0.551 4.165  0.0017
H10 -1.245 2.755 6.163  -0.0001
H11 -2.464 -3.515 -2.246  0.0001
H12 -2.766 -3.971 0.183  -0.0002
N2 0.793 -0.393 -3.549  0.0000
H13 4.977 0.333 1.420  0.0000
H14 -3.285 2.555 -1.745  0.0000
O4 -0.822 2.774 5.292  0.0002
H15 -0.783 0.274 -1.145  0.0000
As1 0.939 -1.931 3.357  0.0022
H16 -1.098 -1.854 4.892  0.0000
H17 -0.198 -3.857 3.256  0.0000
C4 -0.472 -0.553 -4.013  0.0000
P3 -1.659 1.951 4.228  0.0013
H18 -2.023 -2.291 1.827  -0.0001
C5 2.778 -1.831 2.790  -0.0010
H19 4.862 2.808 -7.011  0.0000
O5 -2.478 -0.198 2.665  0.0036
C6 4.600 -0.581 1.861  -0.0002
S1 1.808 0.603 0.505  -0.0011
H20 2.434 2.566 -6.667  0.0000
C7 2.636 1.903 -5.834  0.0000
H21 -4.734 0.532 2.247  0.0001
C8 4.162 0.884 -4.321  0.0000
C9 3.601 -2.934 2.966  -0.0001
O6 2.435 0.430 2.095  -0.0021
O7 -4.117 -0.517 4.542  -0.0012
O8 1.675 -0.776 0.032  0.0004
H22 6.453 -1.630 1.711  0.0000
C10 -1.160 -0.706 -0.898  0.0012
O9 0.363 -3.423 2.596  -0.0014
C11 -4.185 3.411 1.207  0.0006
O10 -2.227 1.544 0.693  0.0002
C12 -1.496 -1.625 -1.898  -0.0005
H23 -2.024 -1.801 -3.858  0.0000
C13 5.060 2.575 -5.965  0.0000
H24 0.584 1.320 -5.653  0.0000
C14 1.581 1.205 -5.265  0.0000
H25 1.091 -0.910 -2.730  0.0000
C15 -2.126 -2.807 -1.499  0.0023
H26 -5.866 0.905 0.914  0.0000
O11 0.427 1.175 0.804  -0.0056
O12 -0.715 1.788 3.027  0.0088
H27 5.171 3.521 -5.429  0.0000
C16 3.268 -0.644 2.256  0.0000
H28 6.008 2.042 -5.898  0.0000
O13 -1.991 -1.933 4.468  0.0002
C17 4.928 -2.860 2.579  -0.0001
N3 -1.324 -1.393 -3.261  -0.0004
C18 -2.303 -3.056 -0.157  -0.0008
C19 3.938 1.770 -5.368  0.0000
C20 -4.850 0.598 1.165  -0.0001
O14 0.686 -2.123 4.950  0.0049
O15 -0.895 -0.138 -5.072  -0.0001
C21 1.819 0.343 -4.198  0.0000
Mn1 -0.999 0.455 1.811  0.9844
C22 3.125 0.173 -3.745  0.0000
H29 5.171 0.739 -3.953  0.0000

Properties
expectation value of S² = 0.77
2S+1 = 2
HOMO level (alpha / beta) = -8.498 / -8.497 eV
energy = -6958.017168 a.u.
net charge = 0
energy above the lowest of the compared OMol25 structures with the same formula, charge and spin = 17.09 kcal per mole

(5)
A single C5H8N2O molecule at a distorted geometry. Source: the OMol25 dataset; level of theory: ωB97M-V/def2-TZVPD.

Last column: Löwdin charge in e.
Cartesian coordinates (Å):
H1 1.080 -1.841 -0.551  0.0512
C1 0.267 -0.015 -0.756  -0.4604
C2 -1.527 1.975 -0.239  0.1194
C3 -0.527 -0.230 0.256  0.0382
H2 0.528 -1.443 -2.123  0.0702
H3 -2.249 2.774 -0.010  0.0504
N1 0.312 1.106 -1.452  0.0374
C4 1.081 -1.128 -1.295  -0.0123
C5 -0.826 -0.469 1.665  -0.1143
H4 0.899 3.147 -1.811  0.0818
H5 -0.205 -1.361 1.906  0.0928
O1 -0.033 3.323 -1.652  0.0035
H6 -0.435 0.364 2.312  0.0966
H7 -1.913 -0.785 1.789  0.0998
N2 -0.508 2.089 -1.031  -0.2706
H8 2.087 -0.779 -1.674  0.1165

Properties
HOMO level = -7.737 eV
energy = -379.790334 a.u.
net charge = 0
energy above the lowest of the compared OMol25 structures with the same formula, charge and spin = 186.90 kcal per mole

(6)
A gas-phase ion, CH2Cl2O2P (charge -1) at a distorted geometry. Source: the OMol25 dataset; level of theory: ωB97M-V/def2-TZVPD.

Last column: Löwdin charge in e.
Cartesian coordinates (Å):
Cl1 -0.222 2.248 1.579  0.2389
O1 0.358 -0.230 -2.068  -0.4399
P1 0.759 -0.491 -0.667  -0.0133
O2 2.105 -0.738 -0.226  -0.4088
C1 -0.492 0.585 0.515  -0.5148
H1 -1.279 0.733 -0.193  -0.0109
Cl2 -0.194 -2.323 -0.309  0.1856
H2 -1.034 0.216 1.370  -0.0369

Properties
SMILES string = O=[P@]([O-])(Cl)CCl
HOMO level = -5.923 eV
energy = -1451.663978 a.u.
net charge = -1
energy above the lowest of the compared OMol25 structures with the same formula, charge and spin = 3.81 kcal per mole